w.
Here is an isolated ion of composition C3H4NS and charge +1 from OMol25. Energies are from ωB97M-V/def2-TZVPD.

Geometry (Å):
C1 -0.7256 -0.6828 0.8575
C2 -0.0831 -0.4681 -1.8245
C3 0.7719 1.2443 0.6318
N1 -0.1215 0.3981 0.9621
S1 -0.7077 -1.5458 -0.7480
H1 -1.2207 -1.1062 1.6695
H2 -0.2104 -0.8976 -2.8750
H3 1.6976 0.8362 0.9558
H4 0.5994 2.2220 0.3708

Results
* net charge: +1
* gap between HOMO and LUMO: 8.338 eV
* HOMO energy: -0.5249 hartree

***

x.
Here is an isolated ion of composition C3H4NS and charge +1 from OMol25. Energies are from ωB97M-V/def2-TZVPD.

Geometry (Å):
C1 0.5751 0.0310 -1.4176
C2 1.2809 -0.0441 0.8421
C3 -0.8880 0.1979 -1.4096
N1 1.3330 0.1912 -0.3952
S1 0.0356 0.0379 -3.0079
H1 1.1307 -0.9681 1.3281
H2 1.6593 0.7814 1.4688
H3 -1.4625 -0.6427 -1.4531
H4 -1.4970 1.0266 -1.1660

Results
* net charge: +1
* gap between HOMO and LUMO (alpha / beta): 9.153 / 9.153 eV
* HOMO energy (alpha / beta): -0.5582 / -0.5582 hartree

***

y.
Here is an isolated ion of composition C3H4NS and charge +1 from OMol25. Energies are from ωB97M-V/def2-TZVPD.

Geometry (Å):
C1 -0.1538 1.6935 -0.2904
C2 -2.0273 0.7306 -0.0320
C3 0.2065 -0.7949 -0.2113
N1 0.6069 0.5315 0.1840
S1 -1.6628 -0.8427 0.0494
H1 0.5499 -1.0693 -1.1741
H2 0.6688 -1.6718 0.3188
H3 1.5556 0.8290 0.0153
H4 0.2562 0.5941 1.1402

Results
* net charge: +1
* gap between HOMO and LUMO (alpha / beta): 7.159 / 7.164 eV
* HOMO energy (alpha / beta): -0.5232 / -0.5232 hartree

***

Which structure is most stable? x, by 0.0499 hartree over the runner-up.

***

w.
Here is an isolated ion of composition C5H9FN and charge +1 from OMol25. Energies are from ωB97M-V/def2-TZVPD.

Geometry (Å):
C1 1.4191 0.0979 -1.1598
C2 0.7229 0.1141 0.2617
C3 -0.0140 -1.2882 0.5522
C4 -0.2692 1.2716 0.4489
N1 -1.6437 0.9811 0.1083
C5 -2.4349 0.1061 -0.0893
F1 -3.5574 -0.4014 -0.3716
H1 0.7042 0.1060 -1.9892
H2 2.0646 0.8832 -1.2694
H3 2.0375 -0.7194 -1.1702
H4 1.6128 0.2049 0.9435
H5 -0.8234 -1.6497 -0.0491
H6 -0.1684 -1.2871 1.6650
H7 0.7432 -2.0691 0.4441
H8 -0.3271 1.3673 1.5722
H9 -0.0662 2.2828 0.1026

Results
* structure (SMILES): CC(C)C[N+]#CF
* net charge: +1
* gap between HOMO and LUMO: 9.599 eV
* HOMO energy: -0.5766 hartree

***

x.
Here is an isolated ion of composition C5H9FN and charge +1 from OMol25. Energies are from ωB97M-V/def2-TZVPD.

Geometry (Å):
C1 2.0667 -0.3569 -0.0438
C2 -0.8479 1.1401 -0.3709
C3 0.1831 0.8978 0.8117
C4 -0.0700 -1.4094 0.0239
C5 -1.6410 -0.1704 -0.5040
N1 0.8213 -0.3452 0.2571
F1 -2.5446 -0.4813 0.3399
H1 2.3523 -1.1998 -0.5118
H2 2.8482 0.2918 0.1468
H3 -1.3424 2.0708 0.0062
H4 -0.4324 1.4814 -1.3672
H5 0.8319 1.6617 0.8602
H6 -0.1609 0.5554 1.8411
H7 -0.4762 -1.9220 0.8220
H8 0.2151 -1.8704 -0.8350
H9 -1.8031 -0.3438 -1.4763

Results
* net charge: +1
* gap between HOMO and LUMO: 9.301 eV
* HOMO energy: -0.5245 hartree

***

y.
Here is C5H9FN as an isolated structure from OMol25. Energies are from ωB97M-V/def2-TZVPD.

Geometry (Å):
C1 -1.4428 0.7364 0.6127
C2 -0.9592 1.3492 -0.6697
C3 1.2446 -1.4947 0.1124
C4 1.2303 0.4292 0.5762
C5 -0.1656 0.2660 -0.0085
N1 -0.0539 -1.1293 -0.5366
F1 2.0928 1.0658 -0.2020
H1 -1.4044 1.3079 1.5267
H2 -2.2857 0.0627 0.5570
H3 -1.4852 1.1431 -1.5876
H4 -0.5370 2.3417 -0.6290
H5 2.0594 -1.7218 -0.5554
H6 1.1567 -2.1170 0.9876
H7 1.3829 0.6589 1.6240
H8 0.0053 -1.1722 -1.5624
H9 -0.8382 -1.7257 -0.2452

Results
* net charge: +1
* gap between HOMO and LUMO: 11.183 eV
* HOMO energy: -0.5387 hartree

***

Which structure is most stable? y, by 0.0322 hartree over the runner-up.

***

w.
Here is an isolated molecule of C8H8S from OMol25. Energies are from ωB97M-V/def2-TZVPD.

Geometry (Å):
C1 2.2846 0.1359 0.1885
C2 0.0413 0.1242 -0.0701
C3 1.1511 0.9216 0.0437
C4 0.3007 -1.2497 0.1161
C5 -0.7332 -2.1552 -0.0436
C6 -1.9870 -1.6722 -0.1813
C7 -2.4293 -0.4137 0.1501
C8 1.1680 2.3747 -0.0219
S1 2.0072 -1.5417 0.2183
H1 3.3510 0.4619 -0.0519
H2 -0.5362 -3.2498 -0.1956
H3 -2.7741 -2.2744 -0.6703
H4 -2.1188 0.1053 1.1217
H5 -3.3905 -0.0986 -0.3258
H6 2.2462 2.7690 -0.2336
H7 0.5852 2.7799 -0.9135
H8 0.8338 2.9828 0.8693

Results
* net charge: 0
* gap between HOMO and LUMO (alpha / beta): 6.962 / 6.909 eV
* HOMO energy (alpha / beta): -0.2816 / -0.2789 hartree

***

x.
Here is an isolated molecule of C8H8S from OMol25. Energies are from ωB97M-V/def2-TZVPD.

Geometry (Å):
C1 -0.7800 -0.9169 -0.9819
C2 -1.6767 0.1901 -1.0674
C3 0.5244 -0.7924 -0.8438
C4 0.7141 1.4473 0.7501
C5 1.5528 -1.2902 0.1059
C6 -0.6751 1.0249 1.0619
C7 -1.5996 1.1620 -0.1403
C8 1.9790 0.0781 0.6581
S1 1.2333 0.9196 -0.8870
H1 -1.3343 -1.9702 -0.7534
H2 -2.5121 0.1775 -1.7783
H3 1.1611 -1.8767 0.9083
H4 2.2172 -1.9057 -0.4484
H5 -0.7007 -0.0954 1.0580
H6 -1.0157 1.6676 1.9099
H7 -2.1455 2.1307 -0.2281
H8 3.0578 0.0497 0.6765

Results
* net charge: 0
* gap between HOMO and LUMO: 7.936 eV
* HOMO energy: -0.2817 hartree

***

Which structure is most stable? w, by 0.1027 hartree over the runner-up.

***

w.
Here is a 2-piece molecular cluster, CH4NO3S overall from OMol25. Energies are from ωB97M-V/def2-TZVPD.

Geometry (Å):
C1 -0.3481 -1.0873 -0.3134
N1 1.5710 2.9651 0.9499
O1 0.7345 -0.0901 1.9234
O2 1.5007 -2.2311 1.1536
O3 0.6578 3.7257 0.6220
S1 1.1954 -0.8596 0.7515
H1 -1.1889 -1.4469 0.2525
H2 -0.5330 0.0405 -0.4640
H3 -0.3629 -1.7699 -1.1704
H4 1.1780 2.3309 1.6718

Results
* net charge: -1
* gap between HOMO and LUMO: 6.018 eV
* HOMO energy: -0.1133 hartree

***

x.
Here is an isolated ion of composition CH4NO3S and charge -1 from OMol25. Energies are from ωB97M-V/def2-TZVPD.

Geometry (Å):
C1 -1.1541 -1.0884 0.4443
S1 0.5376 -0.7222 0.3581
O1 0.9135 0.2876 1.4659
O2 1.4656 -1.7670 0.3041
O3 0.9154 0.3297 -1.1347
N1 0.4313 1.5980 -0.8161
H1 -1.4422 -1.6056 -0.5186
H2 -1.6938 -0.1860 0.5534
H3 -0.5468 1.6049 -0.9621
H4 0.5735 1.5490 0.3058

Results
* structure (SMILES): C=[S@@](=O)([O-])ON
* net charge: -1
* gap between HOMO and LUMO: 7.961 eV
* HOMO energy: -0.1405 hartree

***

Which structure is most stable? w, by 0.0114 hartree over the runner-up.

***

w.
Here is an isolated molecule of CH6N4 from OMol25. Energies are from ωB97M-V/def2-TZVPD.

Geometry (Å):
H1 2.4741 1.4029 0.0187
N1 1.4640 1.2175 -0.0703
N2 1.1912 0.1433 0.4868
C1 -0.2134 -0.2286 0.4420
N3 -1.0918 0.6270 -0.3277
N4 -0.2599 -1.6061 0.0198
H2 -0.5349 -0.1989 1.4950
H3 -1.1232 1.5579 0.0715
H4 -0.7347 0.7203 -1.2747
H5 0.0393 -1.6873 -0.9463
H6 -1.2105 -1.9480 0.0852

Results
* structure (SMILES): [H]/N=N/C(N)N
* net charge: 0
* gap between HOMO and LUMO: 9.994 eV
* HOMO energy: -0.3379 hartree

***

x.
Here is an isolated molecule of CH6N4 from OMol25. Energies are from ωB97M-V/def2-TZVPD.

Geometry (Å):
H1 0.5280 1.8378 -0.2486
N1 -0.4497 1.4682 0.0035
C1 -0.5975 0.2346 0.0217
N2 -1.7737 -0.4101 0.2390
N3 0.4815 -0.6496 -0.0541
N4 1.7640 -0.1185 0.1514
H2 -1.7587 -1.4339 -0.1101
H3 -2.6685 0.0995 -0.0890
H4 0.4815 -1.7267 -0.5836
H5 2.0766 0.5082 -0.5412
H6 1.9165 0.1906 1.2112

Results
* structure (SMILES): [H]/N=C(/N)NN
* net charge: 0
* gap between HOMO and LUMO: 9.782 eV
* HOMO energy: -0.3282 hartree

***

y.
Here is an isolated molecule of CH6N4 from OMol25. Energies are from ωB97M-V/def2-TZVPD.

Geometry (Å):
H1 -1.7293 -1.7092 -0.5757
N1 -1.8702 -0.7197 0.0207
C1 -0.7255 -0.1460 0.0085
N2 -0.7473 1.2468 -0.0831
N3 0.6358 -0.7386 0.0312
N4 1.7552 -0.0159 -0.1469
H2 -0.3755 1.5135 0.7509
H3 -1.7899 1.3922 -0.1747
H4 0.8237 -1.8490 0.1971
H5 2.3746 0.1992 0.7235
H6 1.6485 0.8267 -0.7516

Results
* structure (SMILES): [H]/N=C(/N)NN
* net charge: 0
* gap between HOMO and LUMO: 9.048 eV
* HOMO energy: -0.2987 hartree

***

Which structure is most stable? w, by 0.0251 hartree over the runner-up.

***

w.
Here is a 2-piece molecular cluster, C10H15NO2 overall from OMol25. Energies are from ωB97M-V/def2-TZVPD.

Geometry (Å):
C1 -0.9888 -1.0482 -2.5526
C2 0.0748 -0.1602 -1.9221
C3 -0.2404 1.1812 -1.7990
C4 0.6829 2.0436 -1.1800
C5 1.8618 1.5148 -0.7001
O1 2.7771 2.2947 0.0347
C6 2.1954 0.1728 -0.8724
C7 1.2993 -0.6668 -1.5176
H1 -1.1366 -0.7326 -3.5954
H2 -1.9513 -0.9738 -2.0546
H3 -0.6365 -2.0740 -2.6322
H4 -1.1463 1.6183 -2.1893
H5 0.5598 3.1013 -1.3126
H6 2.3367 2.4665 0.8770
H7 3.1655 -0.0599 -0.4569
H8 1.5249 -1.7096 -1.5939
C8 0.6874 -1.1342 2.2987
C9 -0.6192 -0.3397 2.4600
C10 -1.5128 -0.5221 1.2558
N1 -2.7499 0.0532 1.3544
O2 -1.3033 -1.3163 0.3646
H9 0.5679 -2.1794 2.5970
H10 1.4264 -0.7752 3.0283
H11 1.1484 -1.0929 1.3218
H12 -1.1355 -0.8024 3.2981
H13 -0.3631 0.6978 2.6681
H14 -3.4947 -0.3064 0.7894
H15 -3.0299 0.7496 2.0310

Results
* structure (SMILES): Cc1ccc(O)cc1.CCC(N)=O
* net charge: 0
* gap between HOMO and LUMO: 9.164 eV
* HOMO energy: -0.3119 hartree

***

x.
Here is a 2-piece molecular cluster, C10H15NO2 overall from OMol25. Energies are from ωB97M-V/def2-TZVPD.

Geometry (Å):
C1 -0.5307 -3.0189 1.1180
C2 -0.4777 -1.5537 1.4297
C3 -1.3910 -1.0185 2.4751
C4 -1.4760 0.3278 2.7379
C5 -0.4554 1.0859 2.2725
O1 -0.4827 2.4180 2.4330
C6 0.5533 0.6235 1.3840
C7 0.4818 -0.7366 0.9847
H1 0.2939 -3.2569 0.3802
H2 -1.4222 -3.4436 0.7562
H3 -0.4827 -3.5136 2.0878
H4 -2.0499 -1.6713 3.0157
H5 -2.1777 0.7922 3.4202
H6 -1.0427 2.7344 3.0860
H7 1.2506 1.3019 1.0032
H8 1.1591 -1.1371 0.3060
C8 -0.6039 2.0711 -2.3272
C9 0.2039 0.7599 -2.0311
C10 1.5384 0.5689 -2.7224
N1 2.2735 -0.5659 -2.6833
O2 1.9806 1.5858 -3.2285
H9 -1.0922 2.5757 -1.4734
H10 -1.3145 1.8731 -3.1837
H11 0.2306 2.7343 -2.7537
H12 0.4087 0.5397 -0.9149
H13 -0.6450 0.0278 -2.2235
H14 3.1825 -0.6681 -3.1274
H15 2.0874 -1.4361 -2.2211

Results
* structure (SMILES): Cc1ccc(O)cc1.CCC(N)=O
* net charge: 0
* gap between HOMO and LUMO: 9.033 eV
* HOMO energy: -0.3058 hartree

***

y.
Here is a 2-piece molecular cluster, C10H15NO2 overall from OMol25. Energies are from ωB97M-V/def2-TZVPD.

Geometry (Å):
C1 1.5919 2.4686 2.7447
C2 0.4732 2.2028 1.8579
C3 0.0307 0.8669 1.7022
C4 -1.1564 0.4149 1.0989
C5 -1.7219 1.3651 0.2411
O1 -2.7744 1.1443 -0.5950
C6 -1.1865 2.6467 0.2406
C7 -0.1277 3.1365 1.0393
H1 1.9001 1.5643 3.2819
H2 1.4731 3.2401 3.4586
H3 2.5059 2.7241 2.2451
H4 0.6210 0.1434 2.1448
H5 -1.5376 -0.5304 1.2410
H6 -3.1935 1.9973 -0.8959
H7 -1.6391 3.2856 -0.4330
H8 0.1990 4.1896 1.0043
C8 -0.3180 -2.0734 -2.9329
C9 -0.1354 -2.3867 -1.3602
C10 1.3340 -2.6235 -1.1999
N1 1.5430 -3.9545 -0.6073
O2 2.1898 -1.8196 -1.3479
H9 0.3143 -1.1500 -3.2281
H10 -1.3902 -1.7748 -3.1881
H11 -0.0767 -3.0097 -3.5680
H12 -0.4042 -1.5578 -0.6748
H13 -0.8192 -3.1759 -1.1337
H14 2.4246 -4.3737 -0.4401
H15 0.7944 -4.5973 -0.6096

Results
* structure (SMILES): Cc1ccc(O)cc1.CCC(N)=O
* net charge: 0
* gap between HOMO and LUMO: 9.100 eV
* HOMO energy: -0.3057 hartree

***

Which structure is most stable? w, by 0.0369 hartree over the runner-up.

***

w.
Here is an isolated molecule of C2H5N5O from OMol25. Energies are from ωB97M-V/def2-TZVPD.

Geometry (Å):
N1 2.5301 -0.7413 0.1929
N2 1.9396 0.3995 -0.1678
C1 0.7164 0.3727 -0.0608
N3 -0.0156 -0.7230 -0.0932
C2 -1.2469 -0.3868 -0.0911
O1 -2.2372 -1.1951 0.0107
N4 -1.4915 0.9974 -0.0520
N5 -0.1508 1.6164 0.2106
H1 2.3039 -1.7420 -0.2204
H2 3.6557 -0.8888 0.1561
H3 -2.1206 -2.0561 0.3017
H4 -2.2734 1.2596 0.5359
H5 -0.1672 2.2296 -0.5803

Results
* structure (SMILES): N/N=c1\nc(O)[nH][nH]1
* net charge: 0
* gap between HOMO and LUMO: 7.957 eV
* HOMO energy: -0.2745 hartree

***

x.
Here is an isolated molecule of C2H5N5O from OMol25. Energies are from ωB97M-V/def2-TZVPD.

Geometry (Å):
N1 -2.0763 -0.2113 0.1877
C1 -0.8451 0.2589 -0.3202
N2 -0.9437 1.0694 -1.2847
N3 0.4490 1.4036 -1.4918
N4 1.3015 0.5960 -0.6930
C2 0.4874 -0.2518 -0.1264
N5 0.8657 -1.2530 0.9412
O1 0.7283 -1.2032 2.2760
H1 -2.0058 -1.2229 0.2657
H2 -2.7421 0.0060 -0.6171
H3 0.5316 1.8383 -2.4595
H4 1.8115 -1.6959 0.7738
H5 1.5513 -0.5755 2.8926

Results
* structure (SMILES): Nc1n[nH]nc1NO
* net charge: 0
* gap between HOMO and LUMO: 9.435 eV
* HOMO energy: -0.3296 hartree

***

y.
Here is an isolated molecule of C2H5N5O from OMol25. Energies are from ωB97M-V/def2-TZVPD.

Geometry (Å):
N1 -2.4469 -0.2612 -0.1489
N2 -1.3997 -1.1850 -0.0481
C1 -0.1438 -0.8604 -0.3391
O1 0.7732 -1.7080 -0.1303
N3 2.0487 -1.1401 -0.2923
N4 2.0607 0.2212 0.1405
C2 0.7162 0.4604 -0.0099
N5 0.3321 1.7435 -0.2802
H1 -3.0849 -0.4794 0.8644
H2 -2.0522 0.7004 -0.4047
H3 2.6244 -1.7143 0.5002
H4 1.1854 2.4592 -0.1686
H5 -0.6131 1.7636 0.3171

Results
* structure (SMILES): N/N=c1/o[nH]nc1N
* net charge: 0
* gap between HOMO and LUMO: 8.238 eV
* HOMO energy: -0.2872 hartree

***

Which structure is most stable? w, by 0.0644 hartree over the runner-up.

***

w.
Here is a 2-piece molecular cluster, C4H12O overall from OMol25. Energies are from ωB97M-V/def2-TZVPD.

Geometry (Å):
C1 0.6072 2.0865 -2.4927
C2 -0.3171 1.2261 -1.6287
O1 0.0815 -0.0900 -1.2978
H1 1.3027 2.7385 -1.9791
H2 -0.0382 2.6655 -3.1500
H3 1.2212 1.3493 -3.0445
H4 -0.4458 1.7939 -0.6899
H5 -1.3293 1.1260 -2.0431
H6 0.8303 -0.3791 -1.7951
C3 0.2391 -1.1913 2.6697
C4 -0.8063 -1.9276 1.8611
H7 0.1399 -1.3678 3.7594
H8 1.2119 -1.6753 2.4938
H9 0.3900 -0.1343 2.4553
H10 -0.7858 -2.9955 2.0445
H11 -0.5170 -1.7459 0.8227
H12 -1.7843 -1.4790 2.0146

Results
* structure (SMILES): CCO.CC
* net charge: 0
* gap between HOMO and LUMO: 11.169 eV
* HOMO energy: -0.3750 hartree

***

x.
Here is a 2-piece molecular cluster, C4H12O overall from OMol25. Energies are from ωB97M-V/def2-TZVPD.

Geometry (Å):
C1 -1.3801 -2.0365 1.5199
C2 -0.0949 -1.6585 0.6658
C3 0.7608 -0.7800 1.4872
H1 -1.7964 -1.2062 2.1730
H2 -1.2326 -2.9511 2.1526
H3 -2.0322 -2.4090 0.7425
H4 0.4093 -2.5610 0.2059
H5 -0.4912 -1.1040 -0.2972
H6 1.5802 -0.2676 1.1086
H7 0.2034 0.0710 2.0364
H8 1.2762 -1.4055 2.2532
C4 -0.1672 1.7541 -1.7931
O1 0.8739 2.6704 -1.7521
H9 -1.1540 2.1139 -1.4287
H10 -0.2368 1.3699 -2.8535
H11 0.1307 0.9155 -1.1193
H12 1.6406 2.3962 -2.2357

Results
* structure (SMILES): CCC.CO
* net charge: 0
* gap between HOMO and LUMO: 11.123 eV
* HOMO energy: -0.3744 hartree

***

y.
Here is a 2-piece molecular cluster, C4H12O overall from OMol25. Energies are from ωB97M-V/def2-TZVPD.

Geometry (Å):
C1 1.3634 1.0144 1.5368
C2 0.1898 0.2747 0.6029
C3 -1.2973 0.6796 1.1378
C4 -2.3840 -0.0025 0.2458
H1 2.2353 0.4410 1.6946
H2 1.6840 1.8982 0.9193
H3 0.8544 1.6206 2.3690
H4 0.3806 0.4606 -0.4750
H5 0.2568 -0.8303 0.7259
H6 -1.1848 0.4658 2.2184
H7 -1.4901 1.7339 1.0026
H8 -3.3612 0.5457 0.4334
H9 -2.3615 0.0468 -1.0012
H10 -2.1678 -1.0427 0.0916
O1 1.7813 -1.7115 -2.7929
H11 1.6233 -1.0109 -3.4304
H12 2.0491 -2.4333 -3.3450

Results
* structure (SMILES): CCCC.O
* net charge: 0
* gap between HOMO and LUMO: 10.939 eV
* HOMO energy: -0.3710 hartree

***

z.
Here is a 2-piece molecular cluster, C4H12O overall from OMol25. Energies are from ωB97M-V/def2-TZVPD.

Geometry (Å):
C1 0.5161 -0.7982 -1.4357
C2 1.2116 -1.6555 -0.3382
C3 1.5993 -0.8406 0.9345
H1 -0.4311 -1.2923 -1.5606
H2 0.9678 -0.6935 -2.3837
H3 0.2401 0.2655 -1.0532
H4 0.7043 -2.7059 -0.1538
H5 2.1534 -1.9615 -0.8350
H6 1.3022 -1.4987 1.7037
H7 2.7166 -0.5900 0.8450
H8 1.0358 0.1298 1.0626
C4 -2.4002 1.7451 0.4975
O1 -1.4423 2.8471 0.7053
H9 -2.0805 0.9256 1.1328
H10 -2.3294 1.5294 -0.5285
H11 -3.1925 2.1338 0.9936
H12 -0.5712 2.4599 0.4137

Results
* structure (SMILES): CCC.CO
* net charge: 0
* gap between HOMO and LUMO: 11.260 eV
* HOMO energy: -0.3804 hartree

***

Which structure is most stable? w, by 0.0246 hartree over the runner-up.